[1]
ORCA calculation (the ωB97M-V functional and the def2-TZVPD basis) on a single C24H34N2O6 molecule at a distorted geometry.

XYZ file:
```
66
Properties=species:S:1:pos:R:3
C 0.1818 -4.9913 1.2940
C 0.1457 -3.4662 1.3002
O 0.0081 -2.9223 -0.0056
C 1.2071 -2.7676 -0.7142
O 1.9098 -1.6359 -0.2531
C 1.4917 -0.4294 -0.7634
C 2.1048 0.7547 -0.0667
O 2.8081 1.5430 -0.6725
N 1.8460 0.8629 1.2528
C 0.8146 0.1519 1.9652
C -0.2830 1.1314 2.3941
N 0.3029 2.1742 3.2126
C -0.6720 3.0126 3.8965
C -1.5564 3.8272 2.9812
C -1.1639 5.0929 2.5705
C -1.9200 5.8532 1.6813
C -3.0846 5.2943 1.2170
C -3.4914 4.0234 1.6249
C -2.7488 3.2736 2.5016
O -4.6834 3.7130 1.0234
C -5.0174 4.8307 0.2290
O -4.0117 5.8125 0.3512
C 1.2861 2.9162 2.4453
C 2.3992 1.9621 2.0126
C 0.6911 -0.2891 -1.8132
C 0.1321 -1.4498 -2.5789
C -1.3731 -1.5933 -2.3353
C 0.9145 -2.7233 -2.2213
C 2.2385 -2.7977 -2.9962
C 2.0793 -3.2374 -4.4513
C 1.7668 -4.7285 -4.5955
O 1.7498 -5.1467 -5.9402
H -0.7104 -5.3804 0.8105
H 1.0540 -5.3582 0.7582
H 0.2217 -5.3583 2.3156
H -0.7339 -3.1171 1.8482
H 1.0454 -3.0619 1.7792
H 1.8853 -3.6079 -0.4965
H 0.3839 -0.6242 1.3365
H 1.2558 -0.3044 2.8584
H -1.0283 0.5964 2.9865
H -0.7733 1.5362 1.4911
H -1.2862 2.3516 4.5139
H -0.1110 3.6780 4.5580
H -0.2471 5.5116 2.9567
H -1.6094 6.8363 1.3706
H -3.0833 2.2982 2.8143
H -5.9813 5.2466 0.5648
H -5.1049 4.5210 -0.8248
H 1.7080 3.6986 3.0790
H 0.8453 3.3856 1.5496
H 3.1241 2.4763 1.3803
H 2.8970 1.5571 2.8995
H 0.4253 0.7041 -2.1365
H 0.2773 -1.2438 -3.6458
H -1.8795 -0.6605 -2.5735
H -1.5613 -1.8434 -1.2959
H -1.7834 -2.3816 -2.9629
H 0.3033 -3.6025 -2.4391
H 2.7101 -1.8134 -2.9660
H 2.9129 -3.4975 -2.4970
H 1.2896 -2.6581 -4.9371
H 3.0109 -3.0374 -4.9848
H 2.5483 -5.3243 -4.1181
H 0.8073 -4.9679 -4.1143
H 1.1153 -4.6063 -6.4244
```

Properties
Kohn-Sham gap (eV): 8.8
SMILES: CCO[C@@H]1OC(C(=O)N2CCN(Cc3ccc4c(c3)OCO4)CC2)=C[C@H](C)[C@H]1CCCO
F_max (hartree/bohr): 0.0250
LUMO level (eV): 0.6031



[2]
ORCA calculation (the ωB97M-V functional and the def2-TZVPD basis) on a molecular structure, C61H66IrN4OP2Te at a distorted geometry.

XYZ file:
```
136
Properties=species:S:1:pos:R:3
Ir -0.2983 0.2731 -0.1708
C -3.5838 0.6853 -0.4394
N -3.8461 -0.7310 -0.4281
C -2.8751 -1.5913 0.2384
P -1.4741 -1.9844 -0.9895
C -2.5590 -3.0520 -2.0159
C -2.9673 -2.7223 -3.2974
C -3.8588 -3.5444 -3.9779
C -4.3409 -4.6932 -3.3765
C -3.9243 -5.0319 -2.0912
C -3.0389 -4.2170 -1.4121
C -0.2833 -3.2543 -0.3791
C 0.0610 -4.3175 -1.2164
C 1.0922 -5.1882 -0.8784
C 1.8050 -5.0116 0.2957
C 1.4773 -3.9586 1.1394
C 0.4513 -3.0896 0.7923
C -5.0545 -1.1952 -1.0636
C -5.7964 -2.2205 -0.4893
C -7.0019 -2.6225 -1.0526
C -7.4985 -2.0001 -2.1879
C -6.7646 -0.9758 -2.7618
C -5.5498 -0.5830 -2.2112
P -2.0423 1.2476 -1.2927
C -2.0364 3.0382 -1.0982
C -2.8990 3.6835 -0.2101
C -2.8522 5.0653 -0.0781
C -1.9396 5.8034 -0.8177
C -1.0666 5.1630 -1.6946
C -1.1091 3.7851 -1.8378
C -2.1413 0.9778 -3.0715
C -1.2424 0.1635 -3.7549
C -1.3365 0.0335 -5.1360
C -2.3160 0.7271 -5.8316
C -3.2010 1.5610 -5.1515
C -3.1098 1.6955 -3.7771
H -3.4510 1.0531 0.5865
H -4.4296 1.2020 -0.8811
H -3.3390 -2.5117 0.5732
H -2.4647 -1.0596 1.0912
H -2.5985 -1.8247 -3.7757
H -4.1784 -3.2773 -4.9791
H -5.0416 -5.3287 -3.9034
H -4.2934 -5.9345 -1.6175
H -2.7104 -4.5003 -0.4200
H -0.4725 -4.4740 -2.1442
H 1.3365 -6.0125 -1.5411
H 2.6135 -5.6887 0.5516
H 2.0245 -3.8145 2.0670
H 0.2067 -2.2725 1.4505
H -5.4568 -2.6946 0.4264
H -7.5682 -3.4188 -0.5801
H -8.4475 -2.3054 -2.6138
H -7.1290 -0.4814 -3.6571
H -4.9738 0.1887 -2.7061
H -3.6309 3.1216 0.3644
H -3.5376 5.5651 0.5980
H -1.9139 6.8825 -0.7193
H -0.3540 5.7408 -2.2720
H -0.4320 3.2865 -2.5205
H -0.4596 -0.3546 -3.2155
H -0.6388 -0.6067 -5.6652
H -2.3830 0.6345 -6.9094
H -3.9535 2.1214 -5.6959
H -3.7926 2.3591 -3.2569
C 6.8643 -1.3065 5.4483
C 5.8678 -0.9670 4.3689
C 5.7231 -1.7733 3.2478
C 4.7663 -1.5193 2.2647
C 4.7191 -2.4387 1.0572
C 3.9503 -0.4050 2.4533
Te 2.3622 0.0045 1.0341
N 1.4825 -0.4959 -1.0375
C 1.6724 0.5130 -1.9141
O 0.7882 1.4246 -1.8834
C 2.7997 0.5613 -2.8648
C 2.8769 1.5933 -3.7988
C 3.9560 1.6564 -4.6691
C 4.9557 0.6907 -4.6053
C 4.8719 -0.3490 -3.6844
C 3.7935 -0.4169 -2.8169
C 3.3439 1.7276 0.3133
C 4.6382 1.4799 -0.1458
C 5.3857 2.5006 -0.7066
C 4.8401 3.7744 -0.7890
C 3.5613 4.0205 -0.3050
C 2.7781 3.0096 0.2548
C 1.3964 3.3495 0.7533
C 4.0679 0.4542 3.5589
C 3.2196 1.6956 3.7421
C 5.0443 0.1522 4.4960
H 7.5969 -2.0344 5.1016
H 6.3493 -1.7344 6.3109
H 7.3936 -0.4171 5.7933
H 6.3754 -2.6327 3.1252
H 4.6455 -3.4831 1.3663
H 5.6393 -2.3406 0.4755
H 3.8825 -2.2315 0.3936
H 2.0929 2.3420 -3.8304
H 4.0194 2.4581 -5.3967
H 5.8038 0.7476 -5.2774
H 5.6450 -1.1092 -3.6537
H 3.7071 -1.2306 -2.1036
H 5.0661 0.4853 -0.0633
H 6.3876 2.3023 -1.0708
H 5.4191 4.5863 -1.2164
H 3.1561 5.0274 -0.3507
H 1.2756 4.4306 0.8382
H 1.1940 2.9040 1.7284
H 0.6422 2.9927 0.0472
H 2.1817 1.5405 3.4323
H 3.6175 2.5248 3.1501
H 3.2073 2.0050 4.7868
H 5.1691 0.8097 5.3532
C -0.7882 1.3653 6.0431
C -1.8679 0.7123 5.1845
N -1.4510 0.4470 3.7900
C -1.0243 -0.9231 3.5039
C 0.2810 -1.3075 4.1848
C -1.5642 1.3767 2.8318
C -2.1678 2.6966 3.2319
N -1.2231 1.2337 1.5694
H -1.1348 1.4334 7.0772
H -0.5511 2.3772 5.7029
H 0.1347 0.7814 6.0314
H -2.7695 1.3174 5.1891
H -2.1399 -0.2511 5.6117
H -0.9400 -1.0101 2.4323
H -1.8201 -1.5984 3.8266
H 1.0813 -0.6030 3.9363
H 0.5801 -2.3057 3.8593
H 0.1793 -1.3354 5.2708
H -3.2297 2.5614 3.4508
H -2.0731 3.4172 2.4213
H -1.6945 3.1118 4.1196
H -1.4197 2.1104 1.1099
```

Properties
Kohn-Sham gap (alpha / beta) (eV): 5.8 / 5.6
Spin multiplicity: 2
F_max (hartree/bohr): 0.0381
<S²>: 0.89
Total charge: +2
LUMO level (alpha / beta) (eV): -6.1685 / -6.4235



[3]
ORCA calculation (the ωB97M-V functional and the def2-TZVPD basis) on a gas-phase ion, C6H12N3 (charge +1) at a distorted geometry.

XYZ file:
```
21
Properties=species:S:1:pos:R:3
C 0.5645 -0.4329 -1.8334
C 0.0081 0.2816 -0.5736
C -0.4953 -0.8900 -2.5245
C -0.1439 -0.1907 1.9478
C 2.0464 0.5007 0.9021
C 0.7198 -0.2939 0.6955
N -1.6798 -0.5385 -1.8574
N -2.4293 0.5810 -0.0693
N -1.4557 0.0882 -0.8245
H 1.6065 -0.6146 -2.1042
H 0.0457 1.3175 -0.5562
H -0.3226 -1.3987 -3.4112
H -1.0393 0.4181 1.7037
H -0.4921 -1.1952 2.3167
H 0.2523 0.2868 2.8070
H 1.9213 1.5360 0.7587
H 2.6415 0.3364 0.0223
H 2.5907 0.1070 1.8733
H 1.0026 -1.2633 0.3174
H -2.0788 1.3448 0.4414
H -3.2623 0.0198 -0.0315
```

Properties
Kohn-Sham gap (alpha / beta) (eV): 8.9 / 7.3
Spin multiplicity: 3
F_max (hartree/bohr): 0.2217
<S²>: 2.01
Total charge: +1
LUMO level (alpha / beta) (eV): -2.8664 / -7.8594



[4]
ORCA calculation (the ωB97M-V functional and the def2-TZVPD basis) on 2 unconnected molecules or ions with the total composition C3H10OS at a distorted geometry.

XYZ file:
```
15
Properties=species:S:1:pos:R:3
C -2.7562 -1.6817 -0.0750
O -2.1152 -0.9271 0.9830
H -2.0438 -2.3511 -0.5928
H -3.5907 -2.3072 0.2655
H -3.1321 -1.0456 -0.8913
H -1.4934 -0.4046 0.4417
C 2.6450 1.3348 -0.0498
C 1.2693 0.9380 0.4821
S -0.0907 1.0144 -0.7505
H 2.7277 2.3230 -0.4573
H 2.9084 0.8110 -0.9943
H 3.4049 1.2250 0.7242
H 1.3631 -0.1476 0.6182
H 1.0839 1.5321 1.3650
H -0.1801 -0.3135 -1.0687
```

Properties
Kohn-Sham gap (alpha / beta) (eV): 10.0 / 4.7
Spin multiplicity: 2
F_max (hartree/bohr): 0.0446
<S²>: 0.75
Total charge: +1
LUMO level (alpha / beta) (eV): -4.4690 / -9.6505



[5]
ORCA calculation (the ωB97M-V functional and the def2-TZVPD basis) on 2 unconnected molecules or ions with the total composition C5H14 at a distorted geometry.

XYZ file:
```
19
Properties=species:S:1:pos:R:3
C -0.9616 2.4262 -1.2931
C -0.8713 0.9525 -0.7365
C -2.0100 0.4735 0.1431
H 0.0090 2.9561 -0.9231
H -1.9340 2.8564 -1.0811
H -0.7869 2.3010 -2.2372
H -0.7523 0.3398 -1.5010
H -0.0374 1.0281 -0.0721
H -1.8385 0.7780 1.2034
H -2.9681 0.8006 -0.1822
H -1.9078 -0.5882 0.2250
C 1.2463 -1.4133 0.7251
C 2.4382 -2.3189 1.0136
H 0.4970 -2.1453 0.3024
H 0.9823 -0.8243 1.6056
H 1.4424 -0.6808 -0.0282
H 2.1370 -3.1000 1.7092
H 3.2377 -1.8061 1.7135
H 2.8702 -2.6353 0.1530
```

Properties
Kohn-Sham gap (eV): 12.2
SMILES: CCC.CC
F_max (hartree/bohr): 0.1147
LUMO level (eV): 1.0724



[6]
ORCA calculation (the ωB97M-V functional and the def2-TZVPD basis) on 2 unconnected molecules or ions with the total composition C5H11O3 at a distorted geometry.

XYZ file:
```
19
Properties=species:S:1:pos:R:3
O 0.5615 -0.2160 2.3698
C 0.9499 -0.5462 1.1739
O 1.0870 -1.6528 0.7298
C 1.3757 0.7098 0.3124
C 0.7485 0.5027 -1.0107
C -0.8485 0.7882 -1.0299
C -1.6152 0.5587 -2.3249
H 1.1361 1.6205 1.1129
H 2.4533 0.5387 0.1992
H 1.2538 1.1327 -1.7576
H 0.9011 -0.4389 -1.6166
H -1.3556 0.1266 -0.2201
H -1.0003 1.7546 -0.6053
H -1.1563 1.1091 -3.0840
H -2.5868 0.8877 -2.1764
H -1.6225 -0.4989 -2.5497
H -0.2882 -2.3900 2.8292
H 0.1490 -1.5790 3.8650
O -0.1426 -2.4075 3.7832
```

Properties
Kohn-Sham gap (eV): 7.9
F_max (hartree/bohr): 0.1145
Total charge: -1
LUMO level (eV): 3.7417